This record from the Open Molecules 2025 dataset describes an isolated molecule of C6H16N2. The level of theory is the ωB97M-V functional and the def2-TZVPD basis.

## Properties
- SMILES: CNCCNC(C)C
- E_HOMO: -0.3125 Ha
- Largest force on an atom: 0.074 hartree/bohr
- Relative energy (zero: lowest compared OMol25 entry of this formula, charge and spin): 58.66 kcal/mol
- Charge: 0
- DFT total energy: -347.631349 Ha
- HOMO-LUMO gap: 9.583 eV
- LUMO energy: 1.08 eV

The geometry in XYZ format:
```
24
Properties=species:S:1:pos:R:3:mulliken_charge:R:1
H -1.702 -2.317 -0.600 0.334
H -0.673 -0.215 -1.563 0.253
H -1.299 1.805 -0.762 0.287
H -0.443 -1.581 2.788 0.326
H 1.179 -1.973 -0.775 0.275
N -0.501 2.311 -0.971 -0.450
C 0.678 1.401 -1.091 -0.609
H -1.198 3.586 0.673 0.270
H 1.056 -0.720 2.279 0.343
H 1.039 -2.496 1.991 0.280
C 0.402 -1.584 2.011 -1.353
H -1.513 -3.156 0.862 0.370
H 1.223 1.913 -1.871 0.339
H -0.167 -3.342 -0.385 0.326
H -0.123 4.349 -0.399 0.272
C -0.200 -1.427 0.650 0.530
H 1.321 1.543 -0.277 0.347
N 0.880 -1.012 -0.322 -0.466
H -0.940 -0.436 0.649 0.115
C -0.937 -2.668 0.047 -1.206
H 0.961 -0.397 -2.338 0.386
C 0.446 -0.099 -1.389 -0.522
H 0.724 3.125 0.664 0.250
C -0.212 3.388 0.131 -0.697
```